[1]
Density functional theory data (ωB97M-V/def2-TZVPD) for a structure of composition C31H57N2NiO2P2 in a non-equilibrium geometry.

Each line ends with the Mulliken charge.
CARTESIAN COORDINATES (ANGSTROEM)
C: -2.547 1.404 -1.604  0.577
C: -2.164 -0.939 -1.469  0.470
C: -3.643 1.238 -2.453  -0.834
C: -3.326 -1.127 -2.280  -1.153
C: -4.060 -0.060 -2.761  -0.829
H: -4.140 2.121 -2.860  0.486
H: -3.615 -2.140 -2.541  0.477
H: -4.934 -0.208 -3.399  0.402
N: -1.889 0.362 -1.055  0.397
P: -0.985 2.913 0.216  0.276
P: -0.073 -2.632 -0.108  0.728
C: -1.973 2.799 -1.339  -1.639
H: -1.291 3.099 -2.146  0.615
H: -2.769 3.545 -1.349  0.339
C: -1.328 -2.085 -1.218  -1.035
H: -1.824 -3.000 -1.575  0.564
C: 0.705 -4.103 -1.148  2.010
C: -0.526 -3.333 1.672  2.405
C: 0.637 3.835 -0.074  2.686
C: -2.188 3.762 1.352  2.139
C: 2.206 -3.829 -0.992  -1.443
H: 2.560 -4.000 0.031  0.318
H: 2.779 -4.477 -1.668  0.542
H: 2.437 -2.787 -1.237  0.070
C: 0.362 -5.531 -0.718  -1.981
H: 0.610 -5.781 0.315  0.356
H: -0.693 -5.765 -0.899  0.379
H: 0.958 -6.199 -1.358  0.494
C: 0.279 -3.984 -2.612  -1.936
H: 1.007 -4.512 -3.245  0.607
H: -0.695 -4.449 -2.792  0.414
H: 0.224 -2.939 -2.930  0.231
C: 0.693 -4.046 2.282  -1.593
H: 1.453 -3.309 2.571  0.143
H: 0.379 -4.579 3.191  0.520
H: 1.172 -4.773 1.624  0.213
C: -0.861 -2.189 2.631  -1.713
H: 0.015 -1.562 2.835  0.022
H: -1.676 -1.557 2.265  0.267
H: -1.180 -2.617 3.595  0.588
C: -1.760 -4.218 1.504  -1.716
H: -1.565 -5.128 0.927  0.286
H: -2.112 -4.523 2.499  0.520
H: -2.573 -3.663 1.021  0.314
C: -1.533 4.113 2.697  -1.388
H: -2.321 4.548 3.330  0.568
H: -1.131 3.237 3.211  0.185
H: -0.740 4.864 2.602  0.218
C: -3.355 2.790 1.593  -1.499
H: -3.869 2.521 0.663  0.210
H: -3.031 1.872 2.095  0.234
H: -4.082 3.292 2.247  0.585
C: -2.754 5.069 0.746  -1.651
H: -3.319 5.579 1.539  0.544
H: -1.973 5.753 0.398  0.237
H: -3.451 4.881 -0.076  0.364
C: 1.142 3.518 -1.493  -1.977
H: 0.595 4.086 -2.257  0.322
H: 2.203 3.800 -1.563  0.597
H: 1.073 2.446 -1.732  -0.002
C: 1.678 3.322 0.950  -1.882
H: 1.920 2.260 0.810  0.151
H: 2.609 3.892 0.807  0.624
H: 1.351 3.467 1.987  0.307
C: 0.505 5.350 0.091  -2.008
H: -0.206 5.783 -0.624  0.377
H: 0.228 5.643 1.112  0.356
H: 1.495 5.789 -0.117  0.518
Ni: -0.346 0.742 0.180  0.067
C: -0.265 1.149 2.035  -0.112
O: -0.214 0.952 3.185  -0.437
N: 0.757 -0.262 -1.054  -0.025
C: 1.019 -0.920 -2.026  -0.330
C: 2.093 -0.757 -3.171  2.604
C: 2.035 -1.840 -4.236  -2.014
C: 1.864 0.594 -3.836  -1.737
C: 3.475 -0.777 -2.512  -1.701
H: 2.328 -2.818 -3.839  0.226
H: 1.040 -1.912 -4.680  0.426
H: 2.739 -1.607 -5.045  0.525
H: 2.211 1.411 -3.190  0.318
H: 2.438 0.638 -4.769  0.540
H: 0.805 0.738 -4.092  0.373
H: 4.206 -0.319 -3.187  0.465
H: 3.471 -0.194 -1.584  0.262
H: 3.808 -1.798 -2.289  0.488
C: 1.924 -0.077 5.616  -1.138
C: 2.717 0.274 4.382  -0.156
O: 2.303 -0.575 3.307  -0.352
H: 0.862 0.129 5.471  0.198
H: 2.267 0.509 6.469  0.395
H: 2.038 -1.134 5.864  0.319
H: 2.539 1.324 4.111  0.163
H: 3.787 0.121 4.571  0.440
H: 2.977 -0.500 2.603  0.217

Net charge: +1
Max |F|: 6.07 eV/Å
HOMO energy (spin up / spin down): -9.73 / -9.58 eV
Energy: -99758.961 eV
HOMO-LUMO gap (spin up / spin down): 6.92 / 5.47 eV
2S+1: 3

***

[2]
Density functional theory data (ωB97M-V/def2-TZVPD) for the ion C6H17FN4 with charge +2 in a non-equilibrium geometry.

Each line ends with the natural charge from an NBO analysis.
CARTESIAN COORDINATES (ANGSTROEM)
C: 1.153 0.287 -0.497  0.370
C: 0.000 0.788 -0.060  0.167
C: -2.418 0.072 -1.559  -0.618
C: -1.047 -0.070 1.986  -0.426
C: 2.181 -1.548 0.740  -0.469
C: -1.987 -0.700 -0.273  0.347
N: 2.278 0.895 -0.871  -0.816
N: -1.117 0.154 0.506  -0.507
N: -0.217 2.259 -0.107  -0.740
N: 1.407 -1.198 -0.496  -0.536
F: -1.303 -1.861 -0.551  -0.379
H: -1.483 0.573 -1.818  0.173
H: -2.678 -0.737 -2.266  0.267
H: -3.096 0.795 -1.386  0.235
H: -0.863 -1.179 1.888  0.204
H: -0.274 0.511 2.452  0.217
H: -2.045 -0.004 2.538  0.258
H: 2.714 -0.694 1.285  0.256
H: 1.635 -1.968 1.605  0.270
H: 2.943 -2.232 0.454  0.251
H: -2.815 -1.177 0.320  0.227
H: 2.527 1.811 -0.423  0.426
H: 3.132 0.474 -1.315  0.453
H: -1.308 2.413 -0.073  0.499
H: -0.094 2.778 -1.020  0.467
H: 0.338 2.758 0.628  0.461
H: 0.457 -1.661 -0.472  0.491
H: 1.981 -1.539 -1.213  0.453

Net charge: +2
Max |F|: 5.59 eV/Å
Energy relative to the best compared isomer or geometry (same formula, charge and spin): 52.6 kcal per mole
SMILES: C[NH2+]/C(N)=C(/[NH3+])N(C)[C@@H](C)F
HOMO energy: -17.03 eV
Energy: -15156.630 eV
HOMO-LUMO gap: 10.06 eV
2S+1: 1

***

[3]
Density functional theory data (ωB97M-V/def2-TZVPD) for an isolated molecule of C10H22INO in a non-equilibrium geometry.

Each line ends with the natural charge from an NBO analysis.
CARTESIAN COORDINATES (ANGSTROEM)
C: 6.120 -1.507 0.686  -0.603
C: 4.722 -1.888 0.240  -0.380
C: 3.827 -0.708 -0.004  -0.385
C: 2.369 -1.098 0.253  -0.394
C: 1.481 -0.197 -0.562  -0.399
C: 0.087 -0.069 0.066  -0.388
C: -0.973 0.764 -0.753  -0.381
C: -2.282 0.523 0.027  -0.421
C: -3.509 1.045 -0.660  -0.446
C: -4.824 1.001 0.108  0.060
N: -6.883 2.087 0.443  -0.537
O: -5.751 1.885 -0.529  -0.421
I: -5.579 -1.048 0.227  -0.025
H: 6.729 -1.487 -0.287  0.202
H: 6.375 -2.310 1.286  0.209
H: 6.029 -0.559 1.148  0.204
H: 4.337 -2.475 0.986  0.183
H: 4.591 -2.517 -0.666  0.193
H: 3.965 -0.353 -0.979  0.193
H: 4.121 0.103 0.627  0.186
H: 2.144 -1.116 1.356  0.200
H: 2.254 -2.133 0.047  0.199
H: 1.358 -0.443 -1.653  0.201
H: 1.988 0.781 -0.594  0.196
H: -0.499 -0.969 0.262  0.205
H: 0.311 0.532 0.996  0.194
H: -1.044 0.451 -1.795  0.196
H: -0.708 1.829 -0.841  0.193
H: -2.426 -0.520 -0.158  0.213
H: -2.101 0.882 1.032  0.218
H: -3.741 0.728 -1.681  0.232
H: -3.387 2.238 -0.743  0.205
H: -4.815 1.209 1.156  0.192
H: -7.764 2.393 -0.008  0.366
H: -6.520 2.943 0.968  0.342

Max |F|: 5.01 eV/Å
Energy relative to the best compared isomer or geometry (same formula, charge and spin): 8.7 kcal per mole
SMILES: CCCCCCCCC[C@H](I)ON
HOMO energy: -9.08 eV
Energy: -22361.720 eV
HOMO-LUMO gap: 9.82 eV
2S+1: 1

***

[4]
Density functional theory data (ωB97M-V/def2-TZVPD) for a structure of composition C20H40CrN5SSi.

Each line ends with the natural charge from an NBO analysis.
CARTESIAN COORDINATES (ANGSTROEM)
Cr: -0.113 0.179 0.044  1.201
C: 0.499 1.765 2.612  -0.237
C: 0.345 2.757 1.471  -0.246
N: 0.830 2.198 0.186  -0.721
C: 2.299 2.374 0.022  -0.242
C: 2.966 1.107 -0.462  -0.216
N: 2.391 -0.053 0.237  -0.663
C: 2.682 -0.113 1.687  -0.255
C: 1.455 -0.507 2.492  -0.212
N: 0.281 0.353 2.157  -0.720
H: -0.213 2.006 3.400  0.242
H: 1.487 1.828 3.065  0.216
H: 0.867 3.687 1.709  0.230
H: -0.697 3.014 1.334  0.249
H: 0.353 2.731 -0.542  0.427
H: 2.714 2.682 0.982  0.212
H: 2.501 3.188 -0.673  0.242
H: 4.049 1.191 -0.343  0.224
H: 2.775 0.975 -1.529  0.201
H: 2.774 -0.880 -0.200  0.372
H: 3.053 0.856 2.018  0.214
H: 3.481 -0.821 1.908  0.235
H: 1.676 -0.437 3.558  0.229
H: 1.175 -1.536 2.285  0.205
H: -0.519 -0.016 2.662  0.407
C: 0.991 -1.401 -2.360  -0.215
C: 0.759 -2.687 -1.582  -0.249
N: 0.733 -2.470 -0.126  -0.638
C: -0.126 -3.408 0.601  -0.229
C: -1.598 -3.207 0.270  -0.539
S: -2.066 -1.492 -0.106  0.278
C: -2.220 -1.538 -1.922  -0.526
C: -1.321 -0.562 -2.680  -0.233
N: 0.004 -0.321 -2.054  -0.714
H: 1.986 -1.006 -2.164  0.203
H: 0.951 -1.625 -3.428  0.227
H: -0.178 -3.145 -1.891  0.208
H: 1.536 -3.399 -1.872  0.230
H: 1.670 -2.595 0.235  0.367
H: 0.131 -4.455 0.409  0.220
H: 0.032 -3.239 1.666  0.208
H: -1.915 -3.801 -0.586  0.243
H: -2.216 -3.521 1.108  0.266
H: -2.049 -2.568 -2.220  0.240
H: -3.256 -1.309 -2.155  0.270
H: -1.179 -0.934 -3.697  0.228
H: -1.815 0.399 -2.755  0.234
H: 0.364 0.522 -2.496  0.401
C: -2.899 1.697 1.673  -1.146
Si: -2.320 1.588 -0.102  1.130
C: -3.843 1.054 -1.050  -1.140
C: -1.896 3.275 -0.809  -0.476
C: -1.323 3.393 -2.084  -0.261
C: -1.036 4.633 -2.642  -0.189
C: -1.323 5.792 -1.932  -0.184
C: -1.901 5.705 -0.673  -0.188
C: -2.182 4.460 -0.118  -0.220
H: -3.888 2.167 1.687  0.268
H: -2.261 2.262 2.355  0.230
H: -3.028 0.688 2.079  0.242
H: -4.569 1.848 -0.848  0.267
H: -4.284 0.120 -0.697  0.246
H: -3.721 1.018 -2.134  0.237
H: -1.118 2.503 -2.676  0.188
H: -0.606 4.698 -3.635  0.230
H: -1.107 6.761 -2.366  0.239
H: -2.143 6.608 -0.126  0.237
H: -2.646 4.421 0.864  0.217

Net charge: +2
Max |F|: 0.64 eV/Å
Energy relative to the best compared isomer or geometry (same formula, charge and spin): 0.0 kcal per mole
HOMO energy (spin up / spin down): -14.31 / -13.45 eV
Energy: -75961.858 eV
HOMO-LUMO gap (spin up / spin down): 8.38 / 8.38 eV
2S+1: 4

***

[5]
Density functional theory data (ωB97M-V/def2-TZVPD) for a structure of composition C23H17CdCl5N2O3.

Each line ends with the natural charge from an NBO analysis.
CARTESIAN COORDINATES (ANGSTROEM)
Cd: 0.234 -0.624 0.147  1.684
O: 2.127 -0.601 -1.433  -0.750
C: 3.258 -1.111 -1.210  0.434
C: 4.017 -1.706 -2.283  -0.274
C: 5.258 -2.250 -2.099  -0.214
C: 5.860 -2.263 -0.827  -0.359
C: 5.162 -1.722 0.229  -0.139
C: 3.894 -1.141 0.089  -0.277
C: 3.267 -0.632 1.280  0.193
N: 2.183 0.035 1.372  -0.539
C: 1.731 0.376 2.707  -0.249
C: 0.613 1.409 2.640  -0.237
N: -0.522 0.903 1.906  -0.526
C: -1.662 1.434 2.109  0.167
C: -2.884 1.189 1.386  -0.277
C: -3.927 2.110 1.567  -0.142
C: -5.098 2.064 0.846  -0.355
C: -5.248 1.049 -0.116  -0.209
C: -4.274 0.107 -0.303  -0.276
C: -3.047 0.092 0.455  0.431
O: -2.211 -0.833 0.293  -0.750
H: 3.548 -1.707 -3.261  0.196
H: 5.791 -2.685 -2.940  0.182
H: 6.839 -2.703 -0.679  0.182
H: 5.606 -1.737 1.222  0.180
H: 3.822 -0.862 2.207  0.120
H: 2.553 0.786 3.312  0.162
H: 1.353 -0.522 3.211  0.208
H: 1.008 2.291 2.117  0.192
H: 0.336 1.719 3.660  0.160
H: -1.747 2.223 2.878  0.121
H: -3.780 2.910 2.290  0.181
H: -5.872 2.808 0.995  0.184
H: -6.152 1.017 -0.719  0.185
H: -4.386 -0.675 -1.046  0.199
Cl: -0.145 3.103 -0.703  -0.040
C: -0.821 1.944 -1.813  0.015
C: -0.556 0.598 -1.609  -0.456
C: -1.000 -0.253 -2.622  -0.077
Cl: -0.633 -1.935 -2.457  0.023
C: -1.708 0.188 -3.732  -0.096
Cl: -2.240 -0.920 -4.957  -0.011
C: -1.995 1.544 -3.867  -0.104
Cl: -2.873 2.122 -5.242  -0.008
C: -1.538 2.436 -2.903  -0.131
Cl: -1.850 4.131 -3.091  -0.009
C: -0.473 -2.738 2.204  -0.211
O: 0.437 -2.461 1.213  -1.029
H: -0.398 -3.797 2.539  0.103
H: -1.526 -2.583 1.908  0.152
H: -0.333 -2.129 3.130  0.091

Net charge: -2
Max |F|: 0.58 eV/Å
Energy relative to the best compared isomer or geometry (same formula, charge and spin): 4.2 kcal per mole
HOMO energy: -1.65 eV
Energy: -100426.861 eV
HOMO-LUMO gap: 6.04 eV
2S+1: 1

***

[6]
Density functional theory data (ωB97M-V/def2-TZVPD) for a cluster of 2 separate species, C3H4INO in total in a non-equilibrium geometry.

Each line ends with the natural charge from an NBO analysis.
CARTESIAN COORDINATES (ANGSTROEM)
C: -0.970 1.426 0.714  -0.233
C: -0.575 0.643 1.502  -0.254
C: -0.018 -0.908 -0.951  -0.084
N: 1.070 -0.341 -0.983  -0.160
O: 1.910 -0.865 -0.012  -0.553
I: -1.501 -0.168 -2.242  0.118
H: -1.566 2.153 0.217  0.239
H: 2.579 -0.150 -0.075  0.484
H: -0.433 -0.303 2.007  0.239
H: -0.496 -1.486 -0.179  0.204

Max |F|: 3.17 eV/Å
Energy relative to the best compared isomer or geometry (same formula, charge and spin): 99.5 kcal per mole
SMILES: O/N=C/I.C#C
HOMO energy: -9.41 eV
Energy: -14809.101 eV
HOMO-LUMO gap: 9.78 eV
2S+1: 1